Here is C37H85N11O19S2 as an isolated structure from the Open Molecules 2025 dataset. Energies are from wB97M-V/def2-TZVPD.

Summary:
E_LUMO: -0.26 eV
Highest occupied orbital energy: -0.2419 Eh
Energy relative to the best compared isomer or geometry (same formula, charge and spin): 42.030 eV
Energy: -4287.4637 Eh
Strongest force on any atom: 0.2072 Eh/bohr
Frontier orbital gap: 6.32 eV

Each line ends with the Mulliken charge.
Geometry (Å):
C1 2.80 4.85 -3.13  -0.29
C2 2.26 4.25 -4.45  -0.24
O1 0.99 4.81 -4.44  -0.51
S1 0.24 4.41 -3.02  1.29
O2 0.05 2.97 -2.90  -0.16
O3 -0.83 5.37 -2.67  -0.62
O4 1.64 4.89 -2.28  -0.32
H1 3.19 5.84 -3.34  0.48
H2 3.54 4.22 -2.63  0.21
H3 2.36 3.17 -4.49  0.19
H4 3.03 4.67 -5.10  0.48
C3 -4.24 0.27 0.59  0.54
C4 -2.89 0.15 -0.23  0.29
O5 -3.20 -0.41 -1.50  -0.59
S2 -4.61 -1.17 -1.44  1.28
O6 -4.41 -2.59 -1.06  -0.67
O7 -5.52 -0.98 -2.64  -0.79
O8 -5.20 -0.15 -0.33  -0.61
H5 -4.55 1.30 0.77  0.43
H6 -4.21 -0.39 1.46  0.14
H7 -2.12 -0.55 0.10  1.59
H8 -2.30 1.04 -0.46  0.00
C5 -5.05 -2.45 2.21  -1.55
C6 -3.60 -1.97 2.12  -0.88
O9 -3.01 -2.23 1.05  -0.18
N1 -3.18 -1.20 3.06  0.41
C7 -1.87 -0.47 2.99  -0.27
H9 -5.63 -2.28 1.30  0.20
H10 -5.57 -1.95 3.03  0.46
H11 -5.22 -3.52 2.37  0.32
H12 -3.65 -1.20 3.96  0.37
H13 -1.62 -0.15 1.98  0.06
H14 -1.07 -1.15 3.32  0.11
H15 -1.74 0.41 3.62  0.55
C8 1.90 -2.58 2.46  -0.57
C9 2.00 -3.99 1.78  0.39
O10 2.97 -4.68 1.90  -0.82
N2 1.04 -4.37 0.99  -0.07
C10 1.06 -5.62 0.21  -1.06
H16 2.80 -2.10 2.06  0.15
H17 2.16 -2.64 3.51  1.08
H18 0.95 -2.09 2.26  0.89
H19 0.14 -3.90 1.06  -1.34
H20 0.36 -5.58 -0.63  0.32
H21 0.71 -6.40 0.88  0.38
H22 2.04 -6.07 0.04  0.33
C11 -2.60 -4.67 1.46  -1.54
C12 -1.84 -4.02 0.43  0.88
O11 -0.65 -3.97 0.41  0.61
N3 -2.51 -3.43 -0.53  0.31
C13 -1.86 -2.75 -1.66  -1.15
H23 -2.06 -5.61 1.62  0.48
H24 -3.62 -4.96 1.22  0.24
H25 -2.54 -3.98 2.30  0.19
H26 -3.50 -3.63 -0.53  0.43
H27 -2.02 -3.14 -2.66  0.58
H28 -0.88 -2.42 -1.31  0.17
H29 -2.32 -1.77 -1.77  0.50
C14 5.70 2.82 -3.02  -1.56
C15 4.33 2.38 -2.73  0.47
O12 3.71 2.00 -3.70  -0.60
N4 3.85 2.63 -1.50  0.42
C16 2.41 2.51 -1.16  -0.16
H30 6.05 2.30 -3.91  0.41
H31 6.44 2.63 -2.24  0.39
H32 5.85 3.88 -3.27  0.26
H33 4.50 2.80 -0.75  0.33
H34 2.27 3.07 -0.23  1.27
H35 2.09 1.47 -1.03  -0.86
H36 1.72 2.97 -1.86  -0.12
C17 0.71 -0.93 3.01  -2.45
C18 0.47 -1.94 4.22  0.37
O13 -0.63 -2.50 4.37  -0.72
N5 1.38 -1.84 5.18  -0.16
C19 1.48 -2.72 6.31  -1.11
H37 0.35 0.00 3.44  1.42
H38 -0.04 -1.19 2.27  -0.28
H39 1.66 -0.61 2.59  0.65
H40 1.91 -0.98 5.19  0.27
H41 2.50 -3.12 6.35  0.34
H42 0.80 -3.56 6.24  0.33
H43 1.37 -2.06 7.17  0.36
C20 -0.55 -1.11 0.51  -1.70
C21 -0.63 0.47 0.28  -1.84
O14 -1.36 1.15 1.07  0.05
N6 0.21 0.95 -0.61  1.62
C22 0.38 2.40 -0.75  0.39
H44 0.18 -1.24 1.31  0.26
H45 -0.32 -1.55 -0.46  -1.51
H46 -1.43 -1.68 0.79  1.01
H47 1.07 0.50 -0.86  -0.48
H48 0.61 2.62 -1.79  -0.21
H49 1.26 2.72 -0.20  -1.08
H50 -0.44 3.03 -0.40  0.01
C23 4.63 0.07 0.39  -1.46
C24 3.21 0.21 0.96  0.46
O15 2.41 -0.71 0.86  -0.39
N7 2.96 1.39 1.50  -0.04
C25 1.76 1.73 2.23  -2.09
H51 5.01 -0.87 0.80  0.39
H52 5.14 0.92 0.83  0.40
H53 4.49 0.13 -0.69  0.12
H54 3.80 1.93 1.56  0.45
H55 1.90 1.05 3.08  0.93
H56 0.88 1.51 1.63  0.99
H57 1.65 2.76 2.56  0.98
C26 -3.11 2.29 2.39  0.79
C27 -1.83 3.02 2.96  -0.25
O16 -1.66 3.33 4.15  -0.80
N8 -0.79 3.15 2.09  0.56
C28 0.44 3.83 2.40  -1.00
H58 -2.91 2.47 1.33  -1.22
H59 -4.00 2.75 2.80  0.90
H60 -3.11 1.22 2.57  0.01
H61 -0.74 2.42 1.40  -0.43
H62 0.88 3.99 1.41  0.26
H63 0.99 3.11 3.00  0.32
H64 0.31 4.71 3.03  0.51
C29 1.75 -2.76 -0.37  -1.35
C30 1.69 -1.69 -1.45  -0.08
O17 1.08 -0.64 -1.25  -0.58
N9 2.44 -1.84 -2.53  0.60
C31 2.42 -0.79 -3.50  -0.99
H65 1.36 -3.68 -0.80  0.84
H66 0.95 -2.64 0.37  -0.65
H67 2.71 -2.71 0.13  1.25
H68 2.98 -2.69 -2.60  0.40
H69 3.11 -0.05 -3.09  0.12
H70 1.47 -0.27 -3.66  0.20
H71 2.85 -0.99 -4.49  0.12
C32 -0.59 -1.55 -3.13  -1.24
C33 0.40 -2.61 -3.49  0.30
O18 0.46 -3.72 -2.83  -0.74
N10 1.03 -2.31 -4.59  0.05
C34 1.94 -3.23 -5.34  -0.86
H72 -0.83 -1.33 -2.09  0.02
H73 -1.52 -1.88 -3.59  0.45
H74 -0.30 -0.63 -3.63  0.98
H75 0.99 -1.38 -4.97  0.51
H76 2.86 -2.64 -5.36  0.33
H77 1.78 -3.32 -6.41  0.37
H78 2.16 -4.20 -4.89  0.30
C35 -2.25 3.89 -1.84  -1.18
C36 -3.16 3.65 -0.64  0.21
O19 -3.38 2.53 -0.20  -0.35
N11 -3.58 4.78 0.02  -0.21
C37 -4.70 4.80 0.97  -0.93
H79 -2.38 3.12 -2.60  0.34
H80 -1.24 3.92 -1.45  0.41
H81 -2.48 4.86 -2.28  0.76
H82 -3.59 5.64 -0.51  0.36
H83 -4.59 5.27 1.95  0.34
H84 -4.94 3.76 1.19  0.23
H85 -5.62 5.23 0.58  0.38